Here is C22H31BrN5O4SSiV as an isolated structure from OMol25. Energies are from wB97M-V/def2-TZVPD.

```
66
Properties=species:S:1:pos:R:3:forces:R:3:nbo_charge:R:1
V -0.78163 1.23335 -0.40003 -0.15 0.08 0.19 1.24
O -3.29906 4.01576 1.65443 0.08 -0.08 -0.09 -0.69
C -2.58353 3.28645 0.75610 -0.16 0.16 -0.04 0.68
O -1.67074 2.52103 1.17138 0.01 -0.16 -0.09 -0.71
C -2.84587 3.42904 -0.61818 -0.04 0.07 0.09 -0.02
C -3.75039 4.27621 -1.30892 -0.07 0.05 0.12 -0.21
C -3.72764 4.29319 -2.67437 0.13 -0.12 -0.13 -0.20
C -2.81604 3.47415 -3.40029 -0.12 0.01 0.11 -0.29
C -1.99547 2.64517 -2.66931 0.02 0.07 -0.12 0.13
N -2.01266 2.62669 -1.34213 0.47 -0.32 -0.14 -0.53
C -0.94423 1.70628 -3.25576 0.04 0.19 -0.03 0.76
O -0.71466 1.71453 -4.45358 -0.06 -0.09 0.01 -0.65
O -0.33284 0.99951 -2.36091 -0.02 0.04 0.20 -0.75
H -2.93807 3.76315 2.51457 -0.01 0.01 0.03 0.49
H -4.43963 4.89769 -0.75324 0.02 -0.01 0.03 0.21
H -4.41122 4.94015 -3.21040 0.00 0.01 -0.01 0.20
H -2.75580 3.46862 -4.47754 -0.01 0.01 -0.01 0.23
C 0.53871 -2.11129 2.26845 0.13 0.05 0.15 -1.15
Si 0.34809 -0.63111 3.38103 -0.21 -0.06 -0.12 1.81
C 1.49719 -0.81537 4.85651 0.08 -0.08 -0.02 -1.13
C -1.44645 -0.44868 3.91215 0.12 0.01 0.01 -1.15
N 0.85693 0.80201 2.45857 -0.10 -0.10 0.17 -0.89
C 0.91784 2.08356 3.03207 -0.14 0.06 0.07 0.29
C 0.55415 2.33017 4.35895 0.01 -0.02 -0.03 -0.29
C 0.64929 3.60292 4.89739 0.00 0.05 -0.01 -0.19
C 1.08899 4.67091 4.12701 -0.04 -0.04 0.09 -0.26
C 1.44242 4.43471 2.80719 0.03 0.00 -0.11 -0.19
C 1.36957 3.16194 2.26732 0.04 0.06 0.01 -0.27
H 0.12703 -2.98073 2.78778 0.01 -0.04 0.01 0.24
H 1.59344 -2.31325 2.06068 -0.02 -0.05 -0.03 0.23
H 0.01211 -2.01144 1.32006 -0.07 0.03 -0.01 0.29
H 1.64628 -1.88061 5.04972 0.00 -0.02 0.02 0.23
H 1.12953 -0.36390 5.77638 -0.05 0.05 0.02 0.23
H 2.47380 -0.38089 4.63569 0.02 0.01 -0.01 0.24
H -1.57160 -0.47412 4.99699 -0.01 0.01 0.02 0.22
H -2.04908 -1.24254 3.47007 -0.01 -0.02 -0.01 0.26
H -1.84677 0.49230 3.53139 -0.02 0.03 -0.01 0.26
H 0.16155 1.53596 4.97680 -0.01 -0.07 0.00 0.21
H 0.35327 3.75620 5.92834 0.01 0.03 0.00 0.20
H 1.14664 5.66603 4.54813 0.01 0.01 -0.01 0.20
H 1.78542 5.24791 2.17863 -0.01 0.02 0.03 0.21
H 1.66507 2.99713 1.23939 -0.01 -0.02 0.01 0.22
Br -2.55165 -0.45282 0.06962 0.06 -0.03 0.06 -0.56
C -0.82345 -5.40256 -4.01835 -0.02 -0.05 -0.05 -0.62
C 0.10698 -5.67719 -2.84826 0.08 -0.07 0.06 -0.22
N 1.21033 -4.73409 -2.76425 0.03 0.05 -0.03 -0.62
C 1.05633 -3.50034 -2.20442 0.08 0.18 -0.25 0.27
S -0.29591 -2.98307 -1.39757 -0.21 -0.20 0.18 -0.22
N 2.10630 -2.64543 -2.34732 -0.06 -0.01 0.12 -0.62
C 3.25450 -2.82471 -3.20532 0.11 -0.04 0.05 -0.22
C 2.97565 -2.52031 -4.67218 -0.02 0.04 -0.12 -0.62
H -1.63343 -6.13332 -4.03829 -0.03 0.00 0.01 0.21
H -0.29152 -5.46984 -4.97064 0.02 0.01 0.00 0.19
H -1.25747 -4.40821 -3.92874 0.00 0.03 0.03 0.24
H 0.53830 -6.67974 -2.91808 -0.01 0.03 -0.03 0.18
H -0.43693 -5.61415 -1.90815 -0.02 0.02 -0.01 0.24
H 1.90813 -4.81650 -3.48696 0.00 -0.04 0.06 0.38
H 1.86519 -1.70764 -2.06043 0.01 0.06 0.00 0.43
H 3.64571 -3.83878 -3.07487 -0.03 0.01 -0.03 0.18
H 4.04098 -2.16700 -2.82980 -0.03 0.02 -0.05 0.21
H 2.19688 -3.16832 -5.07853 0.00 -0.03 0.02 0.20
H 3.87587 -2.64735 -5.27629 0.02 -0.01 0.00 0.20
H 2.62479 -1.49487 -4.78822 0.01 0.01 0.03 0.23
N 1.10706 0.16041 0.16708 -0.40 -0.24 0.24 -0.71
C 0.51892 0.80739 1.09118 0.48 0.43 -0.51 0.21
H 1.83449 -0.50040 0.45030 0.01 0.00 -0.18 0.35
```
Forces are in eV/Å.

Computed properties:
gap between HOMO and LUMO (alpha / beta): 5.30 / 7.86 eV
multiplicity: 4
net charge: -1
energy above the lowest of the compared OMol25 structures with the same formula, charge and spin: 10.4 kcal per mole